No. 1
Entry from the OMol25 dataset: a molecular structure, C16H15BrF3N2 in a non-equilibrium geometry (wB97M-V/def2-TZVPD).

Output
Calculated total energy   -98005.6833 eV
Gap between HOMO and LUMO   5.50 eV
M   372.21 Da
E_LUMO   0.088 Eh
Net charge   -1

Each line ends with the Löwdin charge.
Atoms and positions in Å:
Br  -3.912  0.374  -1.940  0.043
F  -3.685  1.512  2.862  0.017
F  -1.904  0.265  2.287  0.069
F  -3.878  0.163  1.095  0.039
N  1.169  -0.396  -0.460  0.131
N  -1.855  -0.649  -1.147  -0.086
C  -1.190  0.529  -0.725  -0.163
C  -1.416  -3.076  -1.586  -0.008
C  3.905  0.123  1.150  -0.148
C  4.110  -0.906  1.787  0.032
C  3.492  1.466  0.426  -0.194
C  0.900  2.061  0.040  -0.149
C  1.450  -2.834  -0.956  -0.023
C  0.289  0.661  -0.384  -0.151
C  -0.569  -4.284  -1.690  -0.101
C  2.107  1.942  1.072  -0.213
C  -2.517  2.236  0.876  -0.090
C  -0.895  -1.690  -1.170  -0.170
C  -2.966  0.997  1.741  -0.454
C  -2.054  1.905  -0.619  -0.272
C  0.916  -4.170  -1.364  -0.095
C  0.567  -1.598  -0.854  -0.187
H  3.942  -1.767  2.489  0.042
H  1.313  2.619  -0.870  0.125
H  2.553  -2.810  -0.699  0.090
H  -1.750  2.802  1.488  0.107
H  -2.521  -3.183  -1.811  0.103
H  1.804  1.314  1.973  0.119
H  3.323  1.302  -0.676  0.100
H  -1.074  -5.256  -1.980  0.084
H  -3.028  1.755  -1.285  -0.196
H  -1.433  2.754  -1.036  0.099
H  -3.422  2.922  0.787  0.131
H  0.139  2.755  0.502  0.084
H  4.274  2.267  0.635  0.103
H  1.534  -5.105  -1.426  0.077
H  2.283  3.000  1.470  0.104

Forces on atoms 1 to 2 (eV/Å):
-4.9 -0.8 -3.0
1.2 -0.9 -1.4

=====

No. 2
Entry from the OMol25 dataset: a single C19H22N2O3S molecule in a non-equilibrium geometry (wB97M-V/def2-TZVPD).

Output
Calculated total energy   -40019.2063 eV
Gap between HOMO and LUMO   8.79 eV
M   358.46 Da
SMILES string   CC[C@H]1CCc2c(sc(NC(=O)[C@H]3CC=CC[C@@H]3C(=O)O)c2C#N)C1
E_LUMO   0.022 Eh
Net charge   0

Each line ends with the Löwdin charge.
Atoms and positions in Å:
S  1.348  1.384  -0.423  1.186
O  -1.111  2.100  -0.117  0.017
O  -4.957  -2.147  -0.297  0.138
O  -2.927  -2.033  0.610  0.087
N  0.535  -3.468  0.720  0.160
N  -0.802  -0.085  0.314  0.119
C  -1.579  1.029  0.208  -0.442
C  1.395  -1.153  0.094  -0.211
C  2.861  0.517  -0.545  -0.453
C  0.946  -2.432  0.438  -0.193
C  5.332  0.328  -0.532  -0.328
C  -3.959  -1.520  -0.090  -0.474
C  4.129  1.185  -0.950  -0.161
C  -3.793  2.104  0.677  -0.137
C  -5.263  1.853  0.767  -0.089
C  5.089  -1.120  -0.976  -0.154
C  -3.046  0.771  0.515  -0.169
C  -5.818  1.062  -0.138  -0.088
C  -4.942  0.489  -1.206  -0.132
C  -3.665  -0.118  -0.596  -0.158
C  2.737  -0.801  -0.251  -0.227
C  6.281  1.725  1.373  -0.098
C  3.892  -1.749  -0.262  -0.129
C  0.546  -0.068  0.041  -0.432
C  5.596  0.423  0.975  -0.226
H  -2.931  -0.252  -1.401  0.165
H  4.905  -1.126  -2.053  0.121
H  -4.648  1.286  -1.895  0.129
H  -5.463  -0.283  -1.771  0.116
H  5.664  2.586  1.130  0.065
H  -5.823  2.307  1.568  0.102
H  -3.416  2.620  1.560  0.125
H  -3.568  2.730  -0.192  0.128
H  -1.222  -0.974  0.566  0.123
H  4.187  2.179  -0.504  0.106
H  4.653  0.332  1.517  0.116
H  6.471  1.739  2.444  0.071
H  -6.867  0.815  -0.138  0.106
H  4.157  -2.002  0.769  0.125
H  4.136  1.321  -2.037  0.124
H  -3.097  0.235  1.468  0.158
H  6.236  -0.411  1.273  0.115
H  7.233  1.830  0.856  0.074
H  6.219  0.699  -1.056  0.140
H  5.981  -1.720  -0.788  0.115
H  3.604  -2.680  -0.756  0.124
H  -3.114  -2.947  0.879  0.147

Forces on atoms 1 to 2 (eV/Å):
0.7 -0.5 0.0
-0.2 0.2 0.0

=====

No. 3
Entry from the OMol25 dataset: a single C4H7NO molecule in a non-equilibrium geometry (wB97M-V/def2-TZVPD).

Output
Calculated total energy   -7793.8372 eV
Gap between HOMO and LUMO   10.03 eV
M   85.11 Da
SMILES string   C=NOC1CC1
E_LUMO   0.031 Eh
Net charge   0

Each line ends with the Löwdin charge.
Atoms and positions in Å:
O  -0.918  -0.079  -0.074  -0.132
N  -0.756  -0.962  -1.154  -0.035
C  -1.546  -0.880  -2.320  0.036
C  0.586  0.826  1.675  -0.181
C  0.188  -0.331  0.738  -0.308
C  1.392  0.652  0.536  -0.165
H  0.780  0.641  2.801  0.132
H  -0.162  1.716  1.641  0.132
H  -2.368  -0.159  -2.193  0.060
H  1.293  1.302  -0.313  0.095
H  2.505  0.510  0.867  0.139
H  0.463  -1.481  0.772  0.169
H  -1.456  -1.754  -2.977  0.058

Forces on atoms 1 to 2 (eV/Å):
-0.6 -0.4 -1.9
-2.1 -0.7 -5.0

=====

No. 4
Entry from the OMol25 dataset: a single C23H30N6O3S molecule in a non-equilibrium geometry (wB97M-V/def2-TZVPD).

Output
Calculated total energy   -50259.2516 eV
Gap between HOMO and LUMO   8.47 eV
M   470.60 Da
SMILES string   CCCn1c(SCC(=O)Nc2ccccc2N2CCCCC2)nc2c1c(=O)n(C)c(=O)n2C
E_LUMO   0.017 Eh
Net charge   0

Each line ends with the Löwdin charge.
Atoms and positions in Å:
S  -1.727  -3.157  -0.042  1.017
O  0.086  -2.388  -2.436  0.062
O  -1.363  4.074  0.687  0.080
O  -4.992  1.595  -0.511  0.066
N  -3.149  -0.861  -0.212  -0.010
N  -1.057  1.833  0.591  0.022
N  1.394  -1.290  -0.926  0.125
N  -1.016  -0.583  0.408  0.165
N  3.442  0.048  0.173  -0.121
N  -3.149  2.810  0.100  0.032
C  3.428  1.648  -1.708  -0.024
C  -2.949  0.493  -0.032  -0.054
C  -1.619  0.623  0.338  -0.208
C  2.960  0.505  -1.071  -0.207
C  1.906  -0.217  -1.666  -0.166
C  1.389  0.181  -2.888  -0.003
C  -1.966  -1.444  0.067  -0.585
C  0.088  -3.156  -0.168  -0.347
C  2.891  2.051  -2.920  -0.088
C  -3.909  4.045  -0.013  -0.006
C  4.262  -1.824  1.502  -0.179
C  4.241  -1.170  0.123  -0.172
C  -4.381  -1.512  -0.565  -0.157
C  -5.097  -2.062  0.670  -0.231
C  0.340  1.937  0.949  0.007
C  0.509  -2.234  -1.313  -0.554
C  -3.820  1.614  -0.184  -0.364
C  4.045  1.023  1.061  -0.190
C  1.885  1.312  -3.515  -0.081
C  4.045  0.458  2.480  -0.178
C  4.834  -0.847  2.526  -0.204
C  -1.824  2.975  0.470  -0.440
C  -6.393  -2.757  0.279  -0.102
H  4.862  -2.735  1.465  0.112
H  -4.437  -2.766  1.182  0.095
H  -3.912  4.565  0.944  0.099
H  -6.191  -3.588  -0.392  0.074
H  0.966  1.770  0.071  0.085
H  -4.922  3.780  -0.306  0.086
H  5.082  1.260  0.770  0.127
H  3.271  2.939  -3.401  0.101
H  0.499  -2.862  0.795  0.072
H  1.642  -1.223  0.054  0.120
H  -3.453  4.693  -0.761  0.100
H  -5.313  -1.235  1.350  0.117
H  -6.898  -3.141  1.162  0.072
H  1.475  1.619  -4.464  0.103
H  -5.012  -0.771  -1.062  0.127
H  5.882  -0.647  2.289  0.113
H  4.225  2.223  -1.263  0.107
H  -7.059  -2.060  -0.223  0.077
H  3.821  -1.850  -0.621  0.121
H  3.453  1.941  1.025  0.120
H  0.355  -4.187  -0.402  0.088
H  0.509  2.940  1.337  0.094
H  0.593  -0.391  -3.335  0.104
H  5.276  -0.938  -0.182  0.133
H  0.569  1.187  1.703  0.092
H  4.479  1.189  3.163  0.112
H  3.014  0.272  2.788  0.109
H  -4.151  -2.329  -1.256  0.122
H  3.245  -2.098  1.791  0.106
H  4.794  -1.280  3.527  0.109

Forces on atoms 1 to 2 (eV/Å):
0.0 -0.5 0.0
-0.1 0.0 -0.2

=====

Question: Which formula does entry 2 have?
Answer: C19H22N2O3S

=====

Question: E_LUMO of number 1 (C16H15BrF3N2)?
Answer: 0.088 Eh

=====

Question: Look up the E_LUMO of the third one.
Answer: 0.031 Eh

=====

Question: Among the records above, which one has the lowest calculated total energy?
Answer: C16H15BrF3N2